[1]
Computed, not measured: C2H2F3P in the gas phase in a non-equilibrium geometry, with ωB97M-V with the def2-TZVPD basis set.

Geometry as XYZ:
```
8
Properties=species:S:1:pos:R:3
P 0.1109 1.1995 -0.4454
F 1.9673 -0.7632 -1.0529
F 2.3187 0.0889 0.9205
F -0.7218 -1.3268 -0.0892
C 1.3464 -0.0770 -0.0600
C 0.1091 -0.5516 0.5575
H -0.2036 0.6055 -1.6870
H 0.0672 -0.4492 1.6384
```

Summary:
Kohn-Sham gap in eV: 10.41
E_LUMO in eV: 0.51
Relative energy (zero: lowest compared OMol25 entry of this formula, charge and spin) in kcal per mole: 25.8
Total charge: 0
Highest occupied orbital energy in eV: -9.90
SMILES: F[C@@H]1PC1(F)F

=====

[2]
Computed, not measured: a 2-piece molecular cluster, C2H2F4O2 overall in a non-equilibrium geometry, with ωB97M-V with the def2-TZVPD basis set.

Geometry as XYZ:
```
10
Properties=species:S:1:pos:R:3
F -1.3476 -0.2902 -1.3579
F 0.3817 -2.2013 0.1161
F -1.7608 -0.5519 0.8455
F -1.5509 1.4470 0.0070
O 0.7683 0.7485 1.2555
O 1.3707 0.0457 -0.7967
C 0.4246 0.2012 0.1480
C -1.1617 0.1633 -0.1008
H 1.7061 1.0832 1.2665
H 1.1696 -0.6454 -1.3833
```

Summary:
Kohn-Sham gap (spin up / spin down) in eV: 7.20 / 7.91
E_LUMO (spin up / spin down) in eV: 0.58 / -4.49
Expectation value of S²: 2.01
2S+1: 3
Total charge: 0
Highest occupied orbital energy (spin up / spin down) in eV: -6.62 / -12.40

=====

[3]
Computed, not measured: C2H2FFeO2 as an isolated structure in a non-equilibrium geometry, with ωB97M-V with the def2-TZVPD basis set.

Geometry as XYZ:
```
8
Properties=species:S:1:pos:R:3
Fe -1.3863 1.7584 0.0320
F 0.6455 -0.9422 -1.5125
O -1.2582 0.0947 -0.8854
O 0.1084 1.1295 1.1074
C 0.5671 0.0413 0.6375
C -0.2242 -0.5609 -0.5183
H 1.6566 -0.1374 0.6397
H -0.1089 -1.3833 0.4996
```

Summary:
Kohn-Sham gap (spin up / spin down) in eV: 7.99 / 7.93
E_LUMO (spin up / spin down) in eV: -6.72 / -6.74
Expectation value of S²: 6.01
2S+1: 5
Relative energy (zero: lowest compared OMol25 entry of this formula, charge and spin) in kcal per mole: 0.0
Total charge: +1
Highest occupied orbital energy (spin up / spin down) in eV: -14.71 / -14.67

=====

[4]
Computed, not measured: C2H2FI in the gas phase in a non-equilibrium geometry, with ωB97M-V with the def2-TZVPD basis set.

Geometry as XYZ:
```
6
Properties=species:S:1:pos:R:3
I 1.1961 -0.8803 0.0416
F 1.1617 2.0813 0.4650
C -0.9153 -1.0785 0.1025
C 1.0471 1.2235 -0.5725
H -1.4114 -1.0853 -0.7984
H -1.0781 -0.2608 0.7618
```

Summary:
Kohn-Sham gap (spin up / spin down) in eV: 7.70 / 7.05
E_LUMO (spin up / spin down) in eV: 0.05 / -1.77
Expectation value of S²: 2.02
2S+1: 3
Relative energy (zero: lowest compared OMol25 entry of this formula, charge and spin) in kcal per mole: 57.7
Total charge: 0
Highest occupied orbital energy (spin up / spin down) in eV: -7.65 / -8.83

=====

[5]
Computed, not measured: C2H2FLiO as an isolated structure in a non-equilibrium geometry, with ωB97M-V with the def2-TZVPD basis set.

Geometry as XYZ:
```
7
Properties=species:S:1:pos:R:3
F 1.3240 0.7604 -0.2852
O -1.3558 0.6809 0.0022
C -0.6434 -0.3888 0.2139
C 0.6808 -0.4637 -0.0361
Li -0.2006 2.0762 -0.2460
H 1.3439 -1.3211 -0.0889
H -1.1489 -1.3441 0.4401
```

Summary:
Kohn-Sham gap in eV: 6.98
E_LUMO in eV: -0.48
Relative energy (zero: lowest compared OMol25 entry of this formula, charge and spin) in kcal per mole: 10.3
Total charge: 0
Highest occupied orbital energy in eV: -7.46

=====

[6]
Computed, not measured: C2H2FLuO2 as an isolated structure in a non-equilibrium geometry, with ωB97M-V with the def2-TZVPD basis set.

Geometry as XYZ:
```
8
Properties=species:S:1:pos:R:3
Lu -1.7009 -0.6045 -1.3466
F 0.3844 1.0884 -1.6160
O 0.2723 -1.2152 -0.7322
O -1.4682 0.1302 0.6527
C -0.2023 0.2432 0.9658
C 0.7708 -0.2303 -0.0182
H 0.1112 0.8400 1.8300
H 1.8328 -0.2517 0.2645
```

Summary:
Kohn-Sham gap (spin up / spin down) in eV: 5.36 / 7.67
E_LUMO (spin up / spin down) in eV: -7.02 / -7.08
Expectation value of S²: 0.75
2S+1: 2
Relative energy (zero: lowest compared OMol25 entry of this formula, charge and spin) in kcal per mole: 30.1
Total charge: +1
Highest occupied orbital energy (spin up / spin down) in eV: -12.38 / -14.74

=====

[7]
Computed, not measured: C2H2FN in the gas phase in a non-equilibrium geometry, with ωB97M-V with the def2-TZVPD basis set.

Geometry as XYZ:
```
6
Properties=species:S:1:pos:R:3
F -1.4101 0.6106 -0.3929
N 1.9553 0.6084 -0.6085
C -0.4120 -0.2381 0.0826
C 0.9310 0.1998 -0.3007
H -0.8334 -1.2432 0.0704
H -0.2309 0.0625 1.1492
```

Summary:
Kohn-Sham gap in eV: 12.75
E_LUMO in eV: 0.71
Relative energy (zero: lowest compared OMol25 entry of this formula, charge and spin) in kcal per mole: 8.8
Total charge: 0
Highest occupied orbital energy in eV: -12.04
SMILES: N#CCF

=====

[8]
Computed, not measured: C2H2FN in the gas phase in a non-equilibrium geometry, with ωB97M-V with the def2-TZVPD basis set.

Geometry as XYZ:
```
6
Properties=species:S:1:pos:R:3
F -3.5345 -1.4703 1.0573
N -2.5485 -1.7429 0.0909
C -0.2065 -0.1503 -0.0145
C -1.4322 -0.9897 0.0645
H -0.3741 0.7779 -0.3895
H 0.6827 -0.5766 0.1431
```

Summary:
Kohn-Sham gap in eV: 9.59
E_LUMO in eV: -0.51
Relative energy (zero: lowest compared OMol25 entry of this formula, charge and spin) in kcal per mole: 102.4
Total charge: 0
Highest occupied orbital energy in eV: -10.10
SMILES: C=C=NF

=====

[9]
Computed, not measured: a 2-piece molecular cluster, C2H2FN3O overall in a non-equilibrium geometry, with ωB97M-V with the def2-TZVPD basis set.

Geometry as XYZ:
```
9
Properties=species:S:1:pos:R:3
F 3.5830 -1.7520 -1.3467
O 3.6692 1.0366 0.7630
N 0.3689 1.1954 -0.0946
N 3.1710 -1.0133 -0.2851
N 0.3910 0.1061 0.3518
C 3.5570 0.0279 0.1947
C 0.5700 -0.9890 0.7159
H 0.9749 -1.8549 0.4528
H -0.4692 1.8654 0.0748
```

Summary:
Kohn-Sham gap in eV: 8.41
E_LUMO in eV: -0.22
Relative energy (zero: lowest compared OMol25 entry of this formula, charge and spin) in kcal per mole: 138.5
Total charge: 0
Highest occupied orbital energy in eV: -8.63

=====

[10]
Computed, not measured: C2H2FN3S in the gas phase in a non-equilibrium geometry, with ωB97M-V with the def2-TZVPD basis set.

Geometry as XYZ:
```
9
Properties=species:S:1:pos:R:3
S 0.0220 0.5893 1.8820
F -0.5721 -1.9341 0.1153
N 0.1651 0.6931 -1.8042
N 0.4471 1.3232 -0.6864
N -0.0725 -0.5932 -1.7327
C -0.2432 -0.7551 -0.4741
C 0.2477 0.3708 0.2544
H 0.4616 -0.7955 2.4295
H 0.5304 1.1179 -2.6977
```

Summary:
Kohn-Sham gap in eV: 9.51
E_LUMO in eV: 0.45
Relative energy (zero: lowest compared OMol25 entry of this formula, charge and spin) in kcal per mole: 21.3
Total charge: 0
Highest occupied orbital energy in eV: -9.06
SMILES: Fc1n[nH]nc1S

=====

[11]
Computed, not measured: a 2-piece molecular cluster, C2H2FNO2 overall in a non-equilibrium geometry, with ωB97M-V with the def2-TZVPD basis set.

Geometry as XYZ:
```
8
Properties=species:S:1:pos:R:3
F -2.6727 1.8407 0.2471
O -2.4161 -1.6485 -0.1695
O -4.1575 -0.3829 -0.0933
N -2.9871 -0.6064 -0.0737
C -2.2431 0.5997 0.1842
C -0.1065 0.0779 -0.3004
H 0.6187 0.9041 0.0692
H -0.2583 -0.9327 -0.4832
```

Summary:
Kohn-Sham gap (spin up / spin down) in eV: 8.84 / 8.92
E_LUMO (spin up / spin down) in eV: -0.89 / -1.38
Relative energy (zero: lowest compared OMol25 entry of this formula, charge and spin) in kcal per mole: 241.7
Total charge: 0
Highest occupied orbital energy (spin up / spin down) in eV: -9.73 / -10.30

=====

[12]
Computed, not measured: a 2-piece molecular cluster, C2H2FNO2 overall in a non-equilibrium geometry, with ωB97M-V with the def2-TZVPD basis set.

Geometry as XYZ:
```
8
Properties=species:S:1:pos:R:3
F 2.8380 -0.1908 -0.1577
O -1.2416 0.4189 2.9254
O -0.4601 -1.1654 0.0529
N 0.7989 -1.2633 -0.0712
C 1.4715 -0.1829 -0.0809
C -1.0129 0.8788 1.9426
H 0.9173 0.8405 0.0811
H -0.7495 -0.1199 0.1946
```

Summary:
Kohn-Sham gap in eV: 10.45
E_LUMO in eV: 0.50
Relative energy (zero: lowest compared OMol25 entry of this formula, charge and spin) in kcal per mole: 83.5
Total charge: 0
Highest occupied orbital energy in eV: -9.95

=====

[13]
Computed, not measured: C2H2FNdO2 as an isolated structure in a non-equilibrium geometry, with ωB97M-V with the def2-TZVPD basis set.

Geometry as XYZ:
```
8
Properties=species:S:1:pos:R:3
Nd -0.5101 0.0765 1.9129
F -1.1331 0.5754 3.8871
O -0.2568 1.4253 -0.1242
O 0.0530 -1.2045 0.0657
C 0.4494 -0.6313 -1.0636
C 0.2595 0.8467 -1.0749
H -0.2790 -0.1679 -2.0919
H 1.4171 -0.9203 -1.5111
```

Summary:
Kohn-Sham gap (spin up / spin down) in eV: 7.22 / 8.77
E_LUMO (spin up / spin down) in eV: -6.52 / -5.71
Expectation value of S²: 6.01
2S+1: 5
Relative energy (zero: lowest compared OMol25 entry of this formula, charge and spin) in kcal per mole: 67.3
Total charge: +1
Highest occupied orbital energy (spin up / spin down) in eV: -13.74 / -14.48

=====

[14]
Computed, not measured: C2H2FOP as an isolated structure in a non-equilibrium geometry, with ωB97M-V with the def2-TZVPD basis set.

Geometry as XYZ:
```
7
Properties=species:S:1:pos:R:3
P -0.6914 0.1067 -1.2482
F -0.6176 -1.5088 -1.4371
O -1.5040 -0.1799 1.9845
C 0.7421 0.3728 -0.0053
C -0.5593 0.1477 0.5176
H 1.0973 1.4002 -0.0238
H 1.5330 -0.3388 0.2124
```

Summary:
Kohn-Sham gap (spin up / spin down) in eV: 7.80 / 7.80
E_LUMO (spin up / spin down) in eV: -2.18 / -2.18
Relative energy (zero: lowest compared OMol25 entry of this formula, charge and spin) in kcal per mole: 121.3
Total charge: 0
Highest occupied orbital energy (spin up / spin down) in eV: -9.99 / -9.99

=====

[15]
Computed, not measured: C2H2FOV as an isolated structure in a non-equilibrium geometry, with ωB97M-V with the def2-TZVPD basis set.

Geometry as XYZ:
```
7
Properties=species:S:1:pos:R:3
V 1.8843 0.9635 0.7923
F -0.4535 1.4919 0.2994
O 0.5426 -0.7087 0.9020
C -0.7663 0.2010 -0.1474
C 0.3583 -0.5337 -0.4434
H -1.8186 0.0347 -0.3627
H 0.2532 -1.4487 -1.0403
```

Summary:
Kohn-Sham gap (spin up / spin down) in eV: 5.90 / 7.50
E_LUMO (spin up / spin down) in eV: -0.45 / 0.00
Expectation value of S²: 6.22
2S+1: 5
Relative energy (zero: lowest compared OMol25 entry of this formula, charge and spin) in kcal per mole: 100.6
Total charge: 0
Highest occupied orbital energy (spin up / spin down) in eV: -6.35 / -7.49

=====

[16]
Computed, not measured: C2H2FP in the gas phase in a non-equilibrium geometry, with ωB97M-V with the def2-TZVPD basis set.

Geometry as XYZ:
```
6
Properties=species:S:1:pos:R:3
P 1.9063 0.6853 0.2303
F -1.7457 0.7125 -0.3224
C 0.4426 0.0624 -0.4709
C -0.5666 0.6083 0.2853
H 0.1177 -0.2362 -1.3701
H -0.8434 0.8785 1.2636
```

Summary:
Kohn-Sham gap (spin up / spin down) in eV: 7.03 / 6.78
E_LUMO (spin up / spin down) in eV: -1.01 / -0.94
Relative energy (zero: lowest compared OMol25 entry of this formula, charge and spin) in kcal per mole: 64.5
Total charge: 0
Highest occupied orbital energy (spin up / spin down) in eV: -8.04 / -7.72

=====

[17]
Computed, not measured: C2H2HgO2 as an isolated structure in a non-equilibrium geometry, with ωB97M-V with the def2-TZVPD basis set.

Geometry as XYZ:
```
7
Properties=species:S:1:pos:R:3
Hg 1.9762 0.6338 0.0915
O -1.7084 1.1584 0.3226
O 0.0662 -1.7944 -0.3342
C 0.1390 -0.4276 -0.0670
C -0.8165 0.4594 -0.0994
H -0.6182 -2.1882 0.2183
H 0.9618 2.1587 -0.1319
```

Summary:
Kohn-Sham gap (spin up / spin down) in eV: 5.87 / 6.47
E_LUMO (spin up / spin down) in eV: 3.77 / 3.45
Expectation value of S²: 0.76
2S+1: 2
Relative energy (zero: lowest compared OMol25 entry of this formula, charge and spin) in kcal per mole: 0.0
Total charge: -1
Highest occupied orbital energy (spin up / spin down) in eV: -2.10 / -3.02

=====

[18]
Computed, not measured: C2H2I2S2 as an isolated structure in a non-equilibrium geometry, with ωB97M-V with the def2-TZVPD basis set.

Geometry as XYZ:
```
8
Properties=species:S:1:pos:R:3
I -3.8764 0.7927 4.6434
I -1.4469 0.3087 2.5603
S -2.0833 1.5310 -0.9380
S 0.8455 -1.2105 0.7674
C -0.3297 -0.0941 0.4943
C -0.7367 0.5073 -0.6617
H 0.0124 0.5300 -1.3288
H -2.8107 1.3575 0.3057
```

Summary:
Kohn-Sham gap (spin up / spin down) in eV: 8.17 / 5.96
E_LUMO (spin up / spin down) in eV: -0.57 / -3.04
Expectation value of S²: 2.06
2S+1: 3
Relative energy (zero: lowest compared OMol25 entry of this formula, charge and spin) in kcal per mole: 0.0
Total charge: 0
Highest occupied orbital energy (spin up / spin down) in eV: -8.74 / -9.00

=====

[19]
Computed, not measured: C2H2I3NO as an isolated structure in a non-equilibrium geometry, with ωB97M-V with the def2-TZVPD basis set.

Geometry as XYZ:
```
9
Properties=species:S:1:pos:R:3
I 2.0298 1.0789 1.9715
I 2.3547 -0.1754 -1.2758
I -2.0276 2.0491 -1.2674
O -0.8014 -0.7023 1.7060
N -0.7853 -1.6430 -0.3891
C 1.3067 0.9098 0.0393
C -0.8831 -1.1683 0.6649
H 0.3042 1.4212 -0.2460
H -1.4980 -1.7699 -1.2033
```

Summary:
Kohn-Sham gap (spin up / spin down) in eV: 3.81 / 3.79
E_LUMO (spin up / spin down) in eV: -3.65 / -3.65
Relative energy (zero: lowest compared OMol25 entry of this formula, charge and spin) in kcal per mole: 71.2
Total charge: 0
Highest occupied orbital energy (spin up / spin down) in eV: -7.45 / -7.44

=====

[20]
Computed, not measured: C2H2IN3 in the gas phase in a non-equilibrium geometry, with ωB97M-V with the def2-TZVPD basis set.

Geometry as XYZ:
```
8
Properties=species:S:1:pos:R:3
I -3.3890 -0.6753 -0.4931
N 0.6639 -0.7263 -1.3847
N 0.5258 0.3502 0.7197
N -0.7896 0.3295 0.7479
C -1.4835 -0.1639 -0.1313
C 1.2151 -0.1738 -0.4516
H 0.9794 1.0341 1.3096
H 2.2779 0.0256 -0.3164
```

Summary:
Kohn-Sham gap (spin up / spin down) in eV: 7.54 / 7.54
E_LUMO (spin up / spin down) in eV: -0.99 / -0.99
Relative energy (zero: lowest compared OMol25 entry of this formula, charge and spin) in kcal per mole: 93.0
Total charge: 0
Highest occupied orbital energy (spin up / spin down) in eV: -8.53 / -8.53